The following is a quantum chemistry calculation of 10 unconnected molecules or ions with the total composition C53H131F6N7O19 at a distorted geometry, from the OMol25 dataset.

Atoms and positions in Å:
H1 1.79 4.40 -5.21
C1 4.31 -4.95 -4.90
H2 7.59 -1.60 3.86
H3 -1.94 -5.18 -3.43
F1 -8.10 1.68 -4.53
H4 4.70 -6.76 -6.08
H5 -9.38 5.64 2.80
H6 2.23 0.92 -0.23
H7 -11.08 -4.59 0.06
H8 0.26 -5.65 -2.48
H9 -2.02 -7.95 -0.98
H10 -7.56 4.23 3.81
C2 4.87 -3.76 8.78
H11 -3.78 4.79 -2.48
C3 -4.54 -4.50 1.98
H12 3.58 -4.74 -4.12
N1 -8.25 6.97 1.76
H13 -5.11 3.80 3.74
H14 5.48 1.19 5.16
F2 -9.73 2.93 -4.21
O1 -5.58 -3.11 -1.07
H15 3.11 -2.41 5.49
H16 -3.47 -4.67 2.16
H17 -4.21 3.16 -2.91
H18 -6.14 -8.11 -0.20
H19 -0.19 1.66 0.75
H20 -0.11 0.29 1.92
H21 0.04 2.38 -3.94
C4 7.23 0.48 4.00
H22 9.48 4.45 -2.72
C5 7.64 2.07 -2.96
H23 0.07 -1.30 0.17
N2 -7.21 -6.37 -0.41
H24 4.24 -4.08 -5.55
H25 -1.56 0.75 -5.43
H26 0.74 2.41 -6.72
C6 6.66 -1.14 1.96
H27 2.28 -0.47 0.94
H28 -5.19 3.78 1.94
H29 4.07 2.86 3.96
H30 -8.43 6.66 3.92
H31 6.94 1.39 -3.44
C7 3.13 -1.65 6.27
C8 9.99 6.95 -4.48
C9 11.65 6.93 -2.77
H32 -3.64 2.17 -7.00
H33 4.62 3.14 2.32
H34 -2.81 -4.32 -1.16
H35 -8.36 9.93 1.88
C10 -7.31 4.88 2.97
H36 7.08 -3.22 1.73
O2 0.34 5.22 -2.90
F3 2.44 -7.33 -9.47
H37 -8.52 2.56 -2.13
C11 0.41 -0.30 -0.12
H38 7.94 0.80 3.24
H39 11.82 7.98 -2.97
C12 1.67 3.66 -4.41
C13 3.00 -7.35 -8.28
N3 0.34 2.96 -4.71
H40 7.90 3.84 -0.95
H41 8.76 6.04 -2.39
H42 -1.39 0.41 0.81
H43 1.18 6.57 -1.49
H44 3.65 -4.15 6.95
H45 2.84 -3.21 8.25
O3 6.84 3.14 -2.53
H46 -8.37 6.48 0.88
O4 -5.03 -5.18 0.90
H47 8.33 2.43 -3.72
H48 -0.44 3.61 -4.70
H49 9.39 7.64 -3.88
C14 -7.60 9.38 2.43
H50 -7.19 -5.36 -0.36
H51 7.30 6.12 -3.96
C15 2.07 -7.08 -6.98
C16 -3.32 2.63 -6.07
H52 7.30 -2.56 10.09
C17 -7.16 8.07 1.75
F4 -7.98 3.83 -5.18
H53 9.35 5.03 -5.52
H54 -9.88 -6.96 -0.96
H55 6.18 -5.73 13.48
H56 -1.13 -3.69 -3.50
H57 -8.89 10.90 4.53
H58 -5.80 -6.72 2.01
H59 -1.36 1.14 -7.05
H60 5.89 -3.91 8.42
H61 -6.07 -1.60 0.14
O5 -1.17 -6.01 -1.00
C18 5.95 1.32 4.19
H62 3.21 2.12 2.62
C19 -5.22 -6.53 1.10
C20 7.44 4.24 -1.86
C21 6.22 -2.55 1.61
C22 -10.85 -4.55 -1.01
H63 7.45 -3.87 12.23
C23 8.55 5.02 -2.70
C24 0.27 1.93 -5.86
H64 5.15 -1.76 9.33
H65 -6.83 10.14 2.36
C25 -7.95 10.34 4.64
H66 -7.87 10.00 5.67
H67 3.49 -0.69 5.90
H68 -3.54 -2.70 -3.61
H69 10.97 7.05 -1.93
H70 -7.42 -2.79 0.07
H71 -1.45 -7.53 -2.56
C26 6.41 -2.67 10.71
H72 -6.20 5.42 -2.16
H73 6.71 4.97 -1.52
H74 -4.31 -7.13 1.21
C27 -7.91 -6.65 -1.77
H75 0.37 5.22 -0.71
H76 -5.21 -6.82 -1.03
C28 -5.94 4.52 -2.72
H77 1.43 3.76 -2.21
C29 -1.51 -4.41 -2.78
O6 -1.91 2.73 -6.03
H78 3.84 -4.53 2.58
C30 -8.39 6.04 3.03
H79 4.41 -5.77 13.20
H80 -7.25 -1.83 -1.24
N4 7.99 5.39 -4.06
H81 -3.82 3.60 -6.15
H82 2.39 5.11 -2.78
H83 7.69 0.23 4.95
H84 -7.10 11.01 4.53
H85 6.06 -1.38 3.77
H86 -6.25 7.62 2.15
H87 -4.79 -3.44 1.93
H88 -4.26 -4.22 -3.22
C31 3.89 -6.24 -5.57
O7 11.03 6.19 -3.81
H89 8.29 1.72 -2.15
N5 6.92 -0.98 3.44
O8 0.71 -6.79 -7.24
H90 -0.56 6.41 -1.65
C32 -8.43 2.95 -4.20
C33 4.20 2.39 2.99
C34 -4.54 4.03 -2.34
C35 -0.32 0.59 0.89
H91 3.88 -7.03 -4.81
C36 5.39 -5.62 12.74
H92 5.95 -0.36 1.67
H93 -5.58 -2.01 -2.83
O9 4.14 -2.14 7.11
H94 -7.35 -6.05 -2.49
H95 5.42 -5.12 2.22
C37 3.78 -3.39 7.72
C38 1.95 -0.12 -0.04
C39 1.55 4.47 -3.03
H96 7.55 -0.79 1.44
H97 2.43 2.89 -4.41
C40 8.93 5.94 -5.09
O10 -7.96 9.16 3.83
N6 5.07 -2.64 9.82
H98 2.34 -0.83 -0.78
O11 2.63 -6.04 -6.13
C41 -5.01 4.39 2.83
H99 -4.37 -1.66 -1.51
H100 6.40 2.30 4.35
C42 -0.49 -5.13 -1.89
H101 7.45 4.69 -4.56
H102 -7.75 -7.70 -2.03
C43 0.37 5.85 -1.60
F5 4.10 -6.53 -8.32
C44 -5.84 -7.06 -0.17
H103 4.52 -4.35 0.92
H104 5.34 -5.03 -4.55
H105 -7.84 -6.75 0.28
O12 -0.11 -0.08 -1.42
C45 4.73 -4.31 1.99
H106 -7.03 8.34 0.70
O13 5.11 1.28 3.02
H107 -9.15 7.43 1.71
C46 -1.27 -7.36 -1.50
H108 -9.85 -6.33 -2.61
O14 5.15 -3.02 2.39
H109 2.16 -1.49 6.73
C47 -4.87 -2.42 -2.10
C48 -8.13 3.42 -2.67
H110 0.91 1.15 -5.43
H111 -4.06 4.92 2.82
H112 10.58 7.54 -5.19
C49 -1.19 1.55 -6.06
H113 -7.50 4.39 2.01
H114 -4.47 3.81 -1.27
H115 12.65 6.62 -2.46
C50 -3.86 -3.31 -2.77
F6 3.55 -8.53 -8.25
O15 -6.68 3.42 -2.36
H116 6.99 -4.70 10.83
H117 2.00 -7.99 -6.39
H118 4.25 -2.69 10.41
H119 -10.99 -3.50 -1.29
O16 5.41 -4.35 12.22
H120 5.98 -2.55 0.55
O17 -8.86 4.58 -2.24
H121 -11.51 -5.11 -1.67
H122 0.10 -4.54 -1.19
H123 -5.98 4.64 -3.80
N7 -2.59 -3.73 -1.95
H124 6.19 -1.78 11.31
C51 6.60 -4.01 11.57
O18 -5.98 5.38 2.92
O19 -9.49 -4.95 -1.23
H125 8.23 6.33 -5.83
C52 -6.62 -2.30 -0.48
C53 -9.35 -6.29 -1.64
H126 -2.07 -2.96 -1.55
H127 4.53 -4.68 9.26
H128 -3.72 2.09 -5.21
H129 -0.35 -7.89 -1.28
H130 -5.00 -4.85 2.90
H131 5.60 -6.37 11.98

- Largest force on an atom: 0.0924 Eh/bohr
- ΔE to the lowest compared entry with this formula, charge and spin: 0.000 eV
- HOMO-LUMO gap: 0.07097 hartree
- Lowest unoccupied orbital energy: -7.2 eV
- Total charge: +4

Results of the Löwdin charge analysis, in e, for atoms 1 through 99: atom 1 (H): 0.129, atom 2 (C): -0.094, atom 3 (H): 0.171, atom 4 (H): 0.136, atom 5 (F): 0.104, atom 6 (H): 0.110, atom 7 (H): 0.131, atom 8 (H): 0.052, atom 9 (H): 0.096, atom 10 (H): 0.143, atom 11 (H): 0.078, atom 12 (H): 0.131, atom 13 (C): -0.056, atom 14 (H): 0.054, atom 15 (C): -0.116, atom 16 (H): 0.055, atom 17 (N): 0.091, atom 18 (H): 0.091, atom 19 (H): 0.124, atom 20 (F): 0.159, atom 21 (O): -0.237, atom 22 (H): 0.094, atom 23 (H): 0.099, atom 24 (H): 0.053, atom 25 (H): 0.143, atom 26 (H): 0.057, atom 27 (H): 0.050, atom 28 (H): 0.162, atom 29 (C): -0.014, atom 30 (H): 0.137, atom 31 (C): -0.087, atom 32 (H): 0.081, atom 33 (N): 0.086, atom 34 (H): 0.069, atom 35 (H): 0.136, atom 36 (H): 0.138, atom 37 (C): -0.088, atom 38 (H): 0.041, atom 39 (H): 0.094, atom 40 (H): 0.091, atom 41 (H): 0.123, atom 42 (H): 0.110, atom 43 (C): -0.091, atom 44 (C): -0.141, atom 45 (C): -0.098, atom 46 (H): 0.097, atom 47 (H): 0.092, atom 48 (H): 0.148, atom 49 (H): 0.129, atom 50 (C): -0.177, atom 51 (H): 0.135, atom 52 (O): -0.192, atom 53 (F): 0.156, atom 54 (H): 0.112, atom 55 (C): -0.690, atom 56 (H): 0.135, atom 57 (H): 0.092, atom 58 (C): -0.028, atom 59 (C): -0.588, atom 60 (N): 0.055, atom 61 (H): 0.124, atom 62 (H): 0.120, atom 63 (H): 0.055, atom 64 (H): 0.087, atom 65 (H): 0.136, atom 66 (H): 0.130, atom 67 (O): -0.206, atom 68 (H): 0.167, atom 69 (O): -0.192, atom 70 (H): 0.079, atom 71 (H): 0.152, atom 72 (H): 0.123, atom 73 (C): -0.181, atom 74 (H): 0.138, atom 75 (H): 0.173, atom 76 (C): -0.428, atom 77 (C): -0.063, atom 78 (H): 0.127, atom 79 (C): -0.053, atom 80 (F): 0.070, atom 81 (H): 0.141, atom 82 (H): 0.139, atom 83 (H): 0.103, atom 84 (H): 0.148, atom 85 (H): 0.094, atom 86 (H): 0.138, atom 87 (H): 0.140, atom 88 (H): 0.130, atom 89 (H): 0.096, atom 90 (O): -0.205, atom 91 (C): -0.200, atom 92 (H): 0.093, atom 93 (C): -0.214, atom 94 (C): -0.158, atom 95 (C): -0.210, atom 96 (C): -0.053, atom 97 (H): 0.140, atom 98 (C): -0.052, atom 99 (C): -0.034